A molecular structure, C25H23Cl2N2O3PS2Tc. Source: OMol25; level of theory: wB97M-V/def2-TZVPD.

ORCA input file:
```
! RIJCOSX wB97M-V def2-TZVPD def2/J DEFGRID3
* xyz 2 4
C 1.2203 2.4740 1.8166
H 1.0144 1.9773 -2.9550
H 1.1325 -5.2900 0.7726
H 0.7099 3.2721 1.2958
C 0.2230 -3.4287 0.0086
N 0.0176 -2.4826 1.9399
C 0.7205 -4.3120 0.9487
C 2.8523 -1.2562 -3.1145
O 0.4471 -2.6150 -3.2734
Tc -1.2072 -0.7416 -0.2061
Cl -3.0443 0.5876 -1.4315
C 3.1688 0.7441 -1.2253
N -0.2098 -2.3023 0.6190
H -1.8066 5.1869 -2.9403
H -3.3229 -1.2283 -2.9252
C 1.7634 -0.8786 -2.3382
C 1.3418 1.2100 1.2453
S -1.6929 0.2138 1.8526
H 1.6983 3.7014 3.5036
C -1.3393 4.3515 -2.4362
H 2.9085 1.9099 4.6948
H 4.9160 -0.9338 -3.5849
H 0.1373 -3.5454 -1.0609
S -4.6582 0.4174 2.0371
H 2.7136 -2.0449 -3.8410
H 3.3067 1.5195 -0.4825
H -4.1020 -3.4293 3.2210
C -0.1303 2.2189 -1.1407
O -3.2115 -1.7411 2.5440
C 1.7850 2.7184 3.0611
H -1.4467 2.6986 0.5129
H -0.2740 -1.7610 2.5877
C 0.2475 2.5449 -2.4442
H -2.4885 4.6002 -0.6369
C -3.7985 -0.9400 -1.9952
H -4.8675 -0.7832 -2.0754
H -0.0607 3.8731 -4.0920
C 1.9238 0.1327 -1.3789
C 0.5700 -3.6709 2.1697
C -3.3265 -0.4785 2.1749
P 0.6150 0.8015 -0.3387
C 4.2409 0.3682 -2.0213
Cl -3.4772 -2.1974 -0.7771
C 4.0824 -0.6332 -2.9648
C -0.3590 3.6141 -3.0853
H 3.1638 -0.3193 3.6592
H -5.1245 -2.4564 2.1113
C -1.1299 2.9559 -0.4909
O -0.6194 -1.1375 -2.0216
C -4.4236 -2.4319 2.9436
C 2.4668 1.7120 3.7273
H 5.1971 0.8580 -1.8966
C 2.6042 0.4534 3.1490
C -1.7244 4.0234 -1.1407
C 2.0437 0.1991 1.9110
H -4.8748 -1.9146 3.7873
H 0.8150 -3.9853 3.1715
C 0.4913 -1.6285 -2.5946
H 2.1817 -0.7704 1.4441
*
```

E_HOMO (spin up / spin down) = -14.1 / -14.2 eV
lowest unoccupied orbital energy (spin up / spin down) = -7.28 / -8.22 eV
HOMO-LUMO gap (spin up / spin down) = 6.855 / 5.943 eV
strongest force on any atom = 0.0019 Eh/bohr
E = -3440.08253 Ha
ΔE to the lowest compared entry with this formula, charge and spin = 0.0 kcal per mole